[1]
Here is 2 unconnected molecules or ions with the total composition C3H3ClN2S at a distorted geometry from the Open Molecules 2025 dataset. Energies are from wB97M-V/def2-TZVPD.

The structure (SMILES) is N#[N+][S-].C#CCCl. As for the total charge: 0. The HOMO energy comes out at -9.7116 eV. As for the orbital gap: 10.260 eV. The value obtained for the energy is -29494.1584 eV.

Atoms and positions in Å:
C -1.1451 1.5401 0.2621
C -1.2377 0.3748 0.0573
C -1.3603 -1.0449 0.0103
N 2.9142 -0.6903 0.5667
N 2.8383 0.3112 0.0383
S 2.7146 1.5295 -0.8549
Cl 0.2369 -1.7961 -0.6001
H -1.2510 2.6596 0.2153
H -2.0313 -1.4846 -0.6726
H -1.6786 -1.3992 0.9777

[2]
Here is 2 unconnected molecules or ions with the total composition C3H3ClN3OS at a distorted geometry from the Open Molecules 2025 dataset. Energies are from wB97M-V/def2-TZVPD.

As for the total charge: +1. The HOMO energy (spin up / spin down) comes out at -13.7647 / -13.6071 eV. As for the orbital gap (spin up / spin down): 7.008 / 6.016 eV. The value obtained for the energy is -33022.2633 eV.

Atoms and positions in Å:
C 0.3587 -1.9268 0.1179
C -1.9633 -0.2266 0.0710
C -0.5869 0.2433 0.0107
N 0.3284 -0.7243 0.0091
N -0.0138 1.4550 0.0944
N -0.4013 2.6075 0.2805
O 0.5670 -3.0359 0.1347
S -3.3794 0.5176 -0.1641
Cl 3.0403 1.1524 0.0916
H -2.0946 -1.3678 -0.0307
H 1.0733 1.3677 0.0436
H 3.0716 -0.0622 -0.6588

[3]
Here is a single C3H3ClO molecule at a distorted geometry from the Open Molecules 2025 dataset. Energies are from wB97M-V/def2-TZVPD.

As for the total charge: 0. The HOMO energy comes out at -9.9754 eV. As for the orbital gap: 7.924 eV. The value obtained for the energy is -17721.3025 eV.

Atoms and positions in Å:
C 1.3961 -0.4452 -0.4324
C 2.4116 -0.7462 0.1241
C 0.0825 -0.1788 -0.8475
O 4.6805 0.9069 -0.4393
Cl 4.4858 -0.3210 0.5876
H -0.3173 -1.0127 -1.3217
H -0.5752 0.0876 -0.0152
H 0.0701 0.8513 -1.4710

[4]
Here is a single C3H3ClOS molecule at a distorted geometry from the Open Molecules 2025 dataset. Energies are from wB97M-V/def2-TZVPD.

The structure (SMILES) is O=CS/C=C/Cl. As for the total charge: 0. The HOMO energy comes out at -9.1163 eV. As for the orbital gap: 9.098 eV. The value obtained for the energy is -28562.3308 eV.

Atoms and positions in Å:
C 0.2470 1.7406 0.3391
C 0.3285 0.4790 0.2684
C -0.4570 -1.8606 -0.6715
H -0.4446 2.3507 -0.4549
H 0.7368 -0.4363 0.9510
H -0.9064 -2.5042 -1.4452
O -0.0265 -2.1958 0.4711
S -0.0405 -0.0932 -1.3409
Cl 0.5628 2.5198 1.8830

[5]
Here is a molecular structure, C3H3ClS at a distorted geometry from the Open Molecules 2025 dataset. Energies are from wB97M-V/def2-TZVPD.

As for the total charge: 0. The HOMO energy comes out at -9.6542 eV. As for the orbital gap: 7.944 eV. The value obtained for the energy is -26514.2129 eV.

Atoms and positions in Å:
C 0.4855 -1.1620 0.2295
C -0.8997 0.9608 -0.2101
C 0.2253 0.1099 -0.0287
S -2.4116 0.4458 -0.4668
Cl 2.1207 1.2172 -0.4410
H 1.3410 -1.6276 0.5320
H -0.2747 -1.8675 0.1777
H -0.5867 1.9233 0.2073

[6]
Here is a molecular structure, C3H3ClS at a distorted geometry from the Open Molecules 2025 dataset. Energies are from wB97M-V/def2-TZVPD.

As for the total charge: 0. The HOMO energy comes out at -8.7490 eV. As for the orbital gap: 7.595 eV. The value obtained for the energy is -26514.7243 eV.

Atoms and positions in Å:
C -0.2374 -0.8204 -0.1291
C 1.8603 0.4394 0.4865
C 1.0569 -0.6998 0.2089
S 3.3141 0.4664 1.1381
Cl 2.0258 -2.1527 0.2164
H -0.7212 -1.8267 -0.4601
H -0.9996 -0.0319 -0.1651
H 1.3900 1.6978 0.5553